Below is a single C2H7N5O molecule, with properties calculated with ωB97M-V/def2-TZVPD.

Structure (XYZ):
```
15
Properties=species:S:1:pos:R:3:forces:R:3
H -1.811360 -2.000391 0.775650 0.2 -0.1 0.2
N -2.115694 -1.048620 0.618964 0.9 0.2 -1.6
C -1.277882 -0.398933 -0.132856 -2.1 -0.1 2.9
N -1.533216 0.912509 -0.341172 0.4 1.2 -1.9
N -0.047903 -0.759044 -0.633465 1.8 -3.6 -0.7
C 1.191480 -0.486372 0.015810 -0.1 -1.6 -1.3
N 2.184657 -1.280232 -0.225676 -1.5 1.3 0.3
H 3.066606 -0.844430 0.021266 0.0 -0.1 0.5
N 1.097176 0.672100 0.789949 3.3 0.2 -0.2
O 0.761264 1.691672 -0.195238 0.9 0.5 2.1
H -1.128285 1.290226 -1.217805 -0.7 -0.4 1.1
H -2.430409 1.227174 -0.093846 -1.2 0.2 0.2
H -0.039877 -1.781348 -0.886378 0.2 1.5 0.1
H 2.087395 0.871794 1.154908 -1.9 -0.1 -0.7
H -0.003953 1.933891 0.349888 -0.3 0.9 -1.1
```
Positions in Å, forces in eV/Å.

Output
Energy above the lowest of the compared OMol25 structures with the same formula, charge and spin (kJ/mol): 199.8
SMILES string: [H]/N=C(/N)N/C(=N/[H])NO

Below is a molecular structure, C6H20ClCuN4O6, with properties calculated with ωB97M-V/def2-TZVPD.

Structure (XYZ):
```
38
Properties=species:S:1:pos:R:3:forces:R:3
Cu 9.616300 7.756672 10.190120 2.4 1.2 0.0
Cl 11.100589 9.755100 9.762311 -1.0 -1.4 0.2
C 10.564959 6.362140 6.156075 0.4 0.4 -0.5
C 9.886947 5.072168 5.759824 -0.6 0.2 0.4
O 10.410565 4.053272 6.562942 -0.3 -1.1 0.0
O 10.626722 6.513073 7.575278 0.3 -0.2 -0.6
H 10.214049 7.270142 5.697609 -0.8 0.2 -0.2
H 11.567837 6.322879 5.755229 0.6 -0.2 0.4
H 10.188030 4.812288 4.758285 -0.4 0.2 -0.7
H 8.759934 5.109263 5.847847 0.9 0.0 -0.1
H 10.920126 4.477029 7.245929 0.3 0.2 0.7
H 9.732483 6.333798 7.853835 -0.5 -0.1 0.7
C 13.456431 8.568777 5.144856 -1.8 -1.0 0.1
C 12.764593 9.383359 6.265196 0.0 -0.2 -0.4
O 11.340146 9.151067 6.253367 0.7 -0.1 -0.7
O 14.838488 8.595720 5.120620 1.3 0.8 0.0
H 13.018309 8.921520 4.197840 0.5 0.1 0.1
H 13.190470 7.520872 5.188692 -0.7 -0.4 0.2
H 12.955421 10.403214 5.928450 0.1 0.4 0.8
H 13.158731 9.144110 7.264350 0.2 0.3 -0.4
H 10.947092 9.607567 7.001510 0.2 0.1 0.3
H 15.220910 7.844313 5.592901 -0.3 0.3 0.0
C 7.389928 6.871682 9.465099 0.6 -1.6 2.1
O 8.475069 6.253436 9.422908 -1.1 -0.4 -1.0
N 7.521379 8.224388 9.643930 -0.9 0.2 -0.6
N 6.165205 6.265116 9.747777 0.4 2.1 -0.9
H 8.249522 8.647947 9.043296 -0.8 0.3 0.3
H 6.726080 8.767757 9.933158 0.0 0.4 -0.3
H 5.831582 5.470878 9.203737 0.6 0.1 0.3
H 5.484746 7.026776 9.809963 -0.3 -0.9 -0.1
C 14.625530 7.241582 9.323792 -1.7 0.4 -0.4
O 15.720464 6.741846 9.187462 0.0 0.0 0.1
N 14.374627 8.538047 9.758627 0.9 -1.2 -0.3
N 13.414868 6.587134 8.979666 0.6 1.9 0.8
H 13.431164 8.693882 10.068701 0.0 0.6 0.3
H 15.171068 8.965298 10.207480 -0.4 0.2 0.1
H 12.612167 7.234061 8.791724 0.9 -1.5 -0.2
H 13.613303 5.766196 8.448286 -0.5 -0.3 -0.5
```
Positions in Å, forces in eV/Å.

Below is a single C5H8O2 molecule, with properties calculated with ωB97M-V/def2-TZVPD.

Structure (XYZ):
```
15
Properties=species:S:1:pos:R:3:forces:R:3
C 1.590648 -0.677875 0.086127 0.0 0.5 0.1
C 0.491413 0.258976 0.693416 0.0 0.5 0.1
C -0.928318 -0.391731 0.453745 0.0 0.1 0.0
O -1.061306 -1.685309 -0.070647 0.3 -0.2 -0.1
C -1.257520 0.713619 -0.505724 -0.5 -0.3 -0.3
O -0.141366 0.982851 -1.368516 -0.5 -0.1 -1.1
C -0.162835 1.580608 -0.090082 0.8 -0.7 -0.4
H 2.551942 -0.190212 -0.082615 -0.1 0.2 0.0
H 1.318265 -1.203373 -0.840502 -0.1 0.6 0.3
H 1.776046 -1.491311 0.812646 -0.2 0.5 -0.1
H 0.774362 0.477399 1.719903 -0.4 -0.2 0.2
H -1.503534 -0.363203 1.387456 -0.1 0.2 -0.3
H -0.895964 -1.608470 -1.021100 0.0 -0.2 0.2
H -2.183491 0.918503 -1.021597 -0.3 0.2 0.5
H -0.368336 2.679530 -0.152509 1.2 -0.9 0.9
```
Positions in Å, forces in eV/Å.

Output
Energy above the lowest of the compared OMol25 structures with the same formula, charge and spin (kJ/mol): 329.1
SMILES string: C[C@@H]1[C@H](O)[C@@H]2O[C@H]12

Below is 2 unconnected molecules or ions with the total composition C17H30FNO4, with properties calculated with ωB97M-V/def2-TZVPD.

Structure (XYZ):
```
53
Properties=species:S:1:pos:R:3:forces:R:3
C 4.555115 -4.146734 -0.501386 0.3 -1.1 0.1
C 3.566359 -4.113244 0.820746 1.1 -1.3 0.4
O 3.189665 -2.762550 1.265779 -1.3 -0.7 -2.4
C 2.085508 -2.208198 0.420678 -0.8 0.2 0.8
C 2.408507 -0.606403 0.253383 1.7 -1.6 1.5
O 1.479616 0.122498 -0.629750 0.8 0.4 1.2
N 1.463075 1.387139 -0.099099 -0.4 5.0 1.4
C 0.181772 1.806599 0.651952 1.1 2.4 0.8
C -1.047482 0.697306 0.685004 0.9 -0.2 0.1
C -2.234252 1.033601 1.761762 -0.9 0.3 0.7
C -3.623437 1.615284 1.116595 -0.8 -0.4 0.1
C -4.280701 0.700758 -0.073152 -0.9 0.4 -0.3
C -5.168706 -0.578845 0.438113 -0.2 -0.1 -1.5
O -4.513869 -1.804286 -0.129281 -1.8 0.9 0.4
C -5.528134 -2.813623 -0.483277 0.0 -2.0 -1.9
C 0.083035 3.310244 1.377633 3.7 -0.5 -1.8
C 1.368350 4.377212 1.300225 0.2 -5.2 -2.6
C 2.667429 3.840011 0.429107 -3.1 -2.0 0.8
C 2.676684 2.316669 -0.261922 -0.4 2.7 1.4
O 3.916037 1.959065 -0.977203 -4.5 0.6 1.3
C 3.678224 1.669918 -2.398524 -0.5 -0.3 -2.7
C 2.446791 2.502869 -3.087489 0.4 0.1 -1.1
H 3.985723 -4.454522 -1.495972 1.2 1.0 2.1
H 5.216051 -3.181723 -0.630938 -1.6 -1.8 0.3
H 5.324331 -5.034437 -0.302051 -1.6 1.9 -0.5
H 2.635711 -4.847791 0.685878 1.8 1.8 0.1
H 4.202161 -4.587832 1.712446 -1.5 1.3 -1.8
H 1.941043 -2.783711 -0.588947 0.5 1.2 1.8
H 1.098711 -2.337409 1.060300 1.8 0.3 -1.5
H 3.504862 -0.490490 -0.173804 -2.2 -0.2 1.0
H 2.304502 -0.107497 1.330111 0.5 -1.3 -2.3
H -1.413425 0.596160 -0.436758 0.6 0.3 2.4
H -0.615429 -0.373698 0.987280 -0.6 2.5 -0.8
H -2.515278 0.039702 2.357192 0.7 2.1 -1.6
H -1.914802 1.807208 2.612227 -0.3 -1.7 -1.9
H -3.557882 2.719351 0.725600 0.3 -2.0 0.8
H -4.418766 1.636374 2.006532 1.8 -0.1 -1.9
H -3.528019 0.307510 -0.878073 -1.2 0.8 1.6
H -5.037139 1.414330 -0.659622 1.7 -1.4 1.2
H -6.226353 -0.531068 -0.113623 2.2 0.2 1.6
H -5.327475 -0.646937 1.595534 0.4 0.1 -2.3
H -6.505379 -2.719386 0.166463 1.9 0.0 -1.1
H -5.089932 -3.897074 -0.247452 -0.7 2.4 -0.5
H -5.772368 -2.798769 -1.647137 0.9 0.2 1.8
H -0.873720 3.656600 1.974858 2.1 -1.2 -1.6
H 1.368380 5.436824 1.810665 -0.1 -2.4 -1.2
H 3.616714 4.549918 0.323356 -2.2 -2.1 0.1
H 3.476104 0.512733 -2.593378 0.5 2.4 0.7
H 4.670086 1.990255 -2.979846 -2.1 -0.8 1.6
H 1.372511 2.195341 -2.723257 2.3 0.7 -0.5
H 2.639200 3.675907 -3.049002 -0.6 -2.6 0.2
H 2.475667 2.233465 -4.250267 0.0 0.5 2.6
F -6.405379 -2.284624 1.541791 -1.3 0.1 2.7
```
Positions in Å, forces in eV/Å.

no.,HOMO-LUMO gap (eV)
1,10.08
2,8.63
3,10.64
4,2.59